[1]
The molecule C14H19N3O4. Source: OMol25; level of theory: wB97M-V/def2-TZVPD.

The value obtained for the energy above the lowest of the compared OMol25 structures with the same formula, charge and spin is 123.8 kJ/mol. As for the SMILES: Cc1nn(C)cc1CNC(=O)[C@@H]1[C@@H](C(=O)O)[C@@H]2CC[C@H]1O2. The LUMO energy is 0.51 eV. For the orbital gap, the calculation gives 0.3402 hartree. The charge is 0.

The geometry in XYZ format:
```
40
C14H19N3O4 wB97M-V/def2-TZVPD
C 1.0275 -2.7760 1.0720
C 0.1643 -3.2039 -0.0589
N -0.5142 -4.3385 -0.0378
N -1.1883 -4.4042 -1.1830
C -0.9613 -3.3231 -1.9540
C -0.0809 -2.5133 -1.2676
C 0.4832 -1.1975 -1.6875
N 0.0877 -0.1367 -0.7814
C 0.9669 0.5223 -0.0050
O 2.1697 0.3586 -0.0583
C 0.2653 1.5055 0.9235
H -0.4923 0.9431 1.4806
C 1.1105 2.2974 1.9419
H 1.4285 1.7165 2.8039
C 2.2312 3.0740 1.2281
H 2.7254 2.4546 0.4859
H 2.9692 3.4144 1.9517
C 1.4439 4.2520 0.6266
H 1.5508 4.3392 -0.4521
H 1.7310 5.1973 1.0849
C 0.0131 3.8779 1.0505
H -0.7014 4.6966 1.0871
O 0.1962 3.3124 2.3298
C -0.4290 2.6717 0.1799
C -1.9186 2.4634 0.0691
O -2.4432 1.3798 -0.0061
O -2.6098 3.5991 0.0126
H -3.5606 3.4174 -0.0668
H -0.0569 2.7786 -0.8436
H -0.9027 0.0092 -0.6334
H 0.1471 -0.9567 -2.7018
H 1.5774 -1.2222 -1.6683
H -1.4184 -3.2081 -2.9166
C -2.0237 -5.5323 -1.4735
H -1.6800 -6.0466 -2.3734
H -1.9653 -6.2108 -0.6253
H -3.0600 -5.2195 -1.6170
H 0.4801 -2.0993 1.7290
H 1.3321 -3.6437 1.6501
H 1.9052 -2.2488 0.7045
```

From a Mulliken analysis of the wavefunction, the atomic charges in e read:
1 C -1.00
2 C 0.43
3 N -0.94
4 N 0.70
5 C -1.20
6 C 0.93
7 C -1.12
8 N 0.06
9 C 0.19
10 O -0.69
11 C -0.41
12 H 0.62
13 C -0.15
14 H 0.59
15 C -0.77
16 H 0.29
17 H 0.42
18 C -0.86
19 H 0.41
20 H 0.31
21 C -0.23
22 H 0.64
23 O -0.59
24 C 0.02
25 C 0.22
26 O -0.64
27 O -0.47
28 H 0.38
29 H 0.46
30 H 0.26
31 H 0.38
32 H 0.40
33 H 0.46
34 C -0.85
35 H 0.30
36 H 0.30
37 H 0.30
38 H 0.15
39 H 0.41
40 H 0.30

[2]
A structure of composition C13H11AuF2N3O. Source: OMol25; level of theory: wB97M-V/def2-TZVPD.

The LUMO energy is 3.26 eV. For the orbital gap, the calculation gives 0.2832 hartree. The charge is -1.

The geometry in XYZ format:
```
31
C13H11AuF2N3O wB97M-V/def2-TZVPD
Au -1.0653 -0.2073 -0.5293
O 0.6502 0.8137 2.9448
C 0.2852 0.9203 1.7672
N 0.3688 -0.0829 0.8324
C 0.8186 -1.3683 1.3395
C 1.3244 -2.2552 0.2214
C 1.4083 -3.6453 0.2774
C 1.7645 -4.3580 -0.8533
C 2.0388 -3.6696 -2.0365
C 2.0059 -2.2840 -1.9769
N 1.6451 -1.6118 -0.8981
C -0.2748 2.2424 1.2780
C -0.8900 3.1119 2.2052
C -1.4190 4.2828 1.7382
C -1.2066 4.6593 0.4220
C -0.5635 3.7500 -0.4072
N -0.1868 2.5448 -0.0154
H -0.0380 -1.8572 1.8447
H 1.5904 -1.2228 2.0869
H 1.1178 -4.1974 1.1950
H 1.8317 -5.4504 -0.7883
H 2.2765 -4.1917 -2.9568
H 2.3166 -1.6837 -2.8230
H -0.9891 2.7490 3.2297
H -1.9794 4.9159 2.4399
H -1.5728 5.6178 0.0114
H -0.3071 4.0032 -1.4119
F -2.1213 -1.1852 -3.0592
C -2.4939 -0.3636 -1.9602
F -2.8970 0.8611 -2.5053
H -3.4379 -0.8379 -1.6122
```

From a Mulliken analysis of the wavefunction, the atomic charges in e read:
1 Au -0.01
2 O -0.76
3 C 0.30
4 N -0.06
5 C -0.75
6 C 0.74
7 C -0.70
8 C -0.24
9 C -0.50
10 C -0.23
11 N -0.31
12 C 0.47
13 C -0.49
14 C -0.28
15 C -0.40
16 C -0.33
17 N -0.39
18 H 0.22
19 H 0.40
20 H 0.31
21 H 0.35
22 H 0.35
23 H 0.37
24 H 0.39
25 H 0.34
26 H 0.32
27 H 0.41
28 F -0.30
29 C -0.04
30 F -0.28
31 H 0.09

[3]
The molecule C6H9N. Source: OMol25; level of theory: wB97M-V/def2-TZVPD.

The value obtained for the energy above the lowest of the compared OMol25 structures with the same formula, charge and spin is 204.0 kJ/mol. As for the SMILES: CC1(C#N)CCC1. The LUMO energy is 0.84 eV. For the orbital gap, the calculation gives 0.3975 hartree. The charge is 0.

The geometry in XYZ format:
```
16
C6H9N wB97M-V/def2-TZVPD
C 1.1965 1.2543 0.2200
C 0.5541 -0.1429 -0.1145
C -0.4911 -0.5423 0.9267
C -1.6993 -0.0915 0.0950
C -0.7878 -0.2201 -1.1420
C 1.6498 -1.0890 -0.3220
N 2.5133 -1.8480 -0.4692
H 1.9362 1.6386 -0.4976
H 1.7397 1.1623 1.1779
H 0.4428 2.0352 0.3751
H -0.3652 -0.0968 1.9061
H -0.4685 -1.6311 0.9589
H -2.5378 -0.7983 0.1731
H -2.0932 0.9017 0.3295
H -1.0083 -1.1590 -1.6777
H -0.3288 0.5496 -1.7060
```

From a Mulliken analysis of the wavefunction, the atomic charges in e read:
1 C -1.45
2 C 1.23
3 C -0.86
4 C -0.59
5 C -0.86
6 C -0.09
7 N -0.50
8 H 0.36
9 H 0.40
10 H 0.38
11 H 0.35
12 H 0.35
13 H 0.31
14 H 0.26
15 H 0.28
16 H 0.45

[4]
The molecule C3H3N5. Source: OMol25; level of theory: wB97M-V/def2-TZVPD.

The value obtained for the energy above the lowest of the compared OMol25 structures with the same formula, charge and spin is 398.7 kJ/mol. As for the SMILES: [H]/N=c1/cncnnn1. The LUMO energy is -1.01 eV. For the orbital gap, the calculation gives 0.3233 hartree. The charge is 0.

The geometry in XYZ format:
```
11
C3H3N5 wB97M-V/def2-TZVPD
C -0.6320 0.1954 -0.7610
C 0.5874 1.0350 -0.3668
C 0.7900 -0.2060 1.4851
H -2.5890 0.0397 -1.2963
H 1.0905 1.7990 -1.0362
H 0.7796 -0.1478 2.5528
N -1.7648 0.6203 -0.8719
N 1.3677 0.8900 0.7518
N 0.3328 -1.4077 0.9527
N 0.1432 -1.8046 -0.2264
N -0.1056 -1.0132 -1.1837
```

From a Mulliken analysis of the wavefunction, the atomic charges in e read:
1 C 0.33
2 C 0.04
3 C 0.07
4 H 0.30
5 H 0.35
6 H 0.40
7 N -0.56
8 N -0.46
9 N -0.13
10 N -0.12
11 N -0.22